Entry 1:
Density functional theory data (ωB97M-V/def2-TZVPD) for a 3-piece molecular cluster, C17H46BrN6O4P2 overall in a non-equilibrium geometry.

Cartesian coordinates (Å):
C (7.2791, 4.8269, -1.6066)
C (7.0399, 3.6380, -0.4988)
O (7.3368, 4.2118, 0.8227)
C (6.2145, 4.0700, 1.7630)
Br (4.5453, 4.9878, 1.1063)
C (6.5626, 4.8683, 3.1904)
C (7.3488, 6.2902, 2.9659)
O (6.4215, 7.4436, 2.7177)
H (7.4766, 5.8402, -1.0076)
H (6.3621, 5.0374, -2.3077)
H (8.2835, 4.6352, -2.2109)
H (6.0142, 3.0814, -0.5820)
H (7.8770, 2.8153, -0.7091)
H (7.0768, 4.1410, 3.9674)
H (5.5043, 5.1421, 3.6661)
H (7.8641, 6.5501, 4.0103)
H (8.2314, 6.2484, 2.1874)
H (6.1251, 7.3794, 1.7569)
O (1.9444, 1.0021, -2.2852)
P (1.8420, 0.5301, -0.8142)
N (0.6033, -0.5881, -1.1000)
C (-0.7412, -0.2804, -1.5130)
C (1.0665, -1.8303, -1.7290)
N (1.3660, 2.0510, -0.2104)
C (0.0023, 2.4872, 0.0063)
C (2.1269, 3.1850, -0.7549)
N (1.7243, -0.0124, 0.8770)
C (0.6074, -0.5724, 1.6092)
C (2.8785, 0.2768, 1.7129)
H (-1.3955, -1.1505, -1.3748)
H (-0.7990, 0.0349, -2.5588)
H (-1.2027, 0.4889, -0.8952)
H (1.5742, -2.4478, -0.9848)
H (1.7714, -1.6306, -2.5460)
H (0.2504, -2.4342, -2.1427)
H (-0.5581, 2.5563, -0.9281)
H (-0.0299, 3.4750, 0.4822)
H (-0.5286, 1.8346, 0.7040)
H (1.7380, 3.5028, -1.7263)
H (3.1871, 2.9173, -0.8778)
H (2.1037, 4.0426, -0.0693)
H (-0.3579, -0.1614, 1.3107)
H (0.6903, -0.3817, 2.6861)
H (0.5708, -1.6580, 1.4765)
H (2.7368, 1.2139, 2.2601)
H (3.7821, 0.3766, 1.1022)
H (3.0704, -0.5270, 2.4324)
O (-3.9738, -1.8588, -0.0187)
P (-4.8718, -3.0960, 0.2266)
N (-3.8554, -4.1831, -0.5808)
C (-3.5567, -4.1818, -1.9892)
C (-2.6748, -4.5732, 0.1984)
N (-6.1933, -2.4903, -0.6627)
C (-6.4744, -2.7665, -2.0562)
C (-6.4987, -1.0750, -0.4074)
N (-5.9042, -4.5183, 0.5085)
C (-6.0462, -5.7427, -0.2518)
C (-6.8708, -4.3909, 1.5873)
H (-3.0897, -5.1298, -2.2849)
H (-2.8924, -3.3624, -2.2783)
H (-4.4527, -4.1331, -2.6067)
H (-2.9688, -5.2846, 0.9732)
H (-2.2098, -3.7078, 0.6874)
H (-1.9011, -5.0606, -0.4064)
H (-5.7017, -2.3672, -2.7160)
H (-7.4302, -2.3258, -2.3655)
H (-6.5980, -3.8363, -2.2429)
H (-5.8598, -0.4115, -0.9968)
H (-6.3585, -0.8340, 0.6571)
H (-7.5482, -0.8489, -0.6382)
H (-5.9409, -5.6005, -1.3281)
H (-7.0334, -6.1985, -0.1083)
H (-5.3022, -6.4784, 0.0686)
H (-7.8426, -4.0669, 1.2020)
H (-6.5352, -3.6501, 2.3208)
H (-7.0022, -5.3346, 2.1284)

Values from the calculation:
Multiplicity: 1
Highest occupied orbital energy in eV: -1.92
Charge: -1
HOMO-LUMO gap in hartree: 0.06963
DFT total energy in eV: -124115.249

=====

Entry 2:
Density functional theory data (ωB97M-V/def2-TZVPD) for C20H26F6MnN10Sb as an isolated structure in a non-equilibrium geometry.

Cartesian coordinates (Å):
Mn (0.0094, 0.1958, 1.0816)
C (-1.8996, -1.8261, -0.9853)
N (-2.0335, -0.6872, -0.0775)
C (-2.7047, 0.4858, -0.6359)
C (-1.9285, 1.7313, -0.3801)
N (-0.6145, 1.7537, -0.1132)
C (-0.2608, 3.0862, -0.1466)
C (0.9827, 3.7248, -0.0353)
C (1.0167, 5.1032, -0.1220)
C (-0.1463, 5.8593, -0.3062)
C (-1.3940, 5.2489, -0.4455)
C (-1.4215, 3.8651, -0.3938)
N (-2.4417, 2.9548, -0.5358)
C (-0.5115, -2.3678, -0.9287)
N (0.5360, -1.6881, -0.4594)
C (1.6144, -2.5240, -0.5896)
C (2.9770, -2.3539, -0.2816)
C (3.8264, -3.4218, -0.4864)
C (3.3699, -4.6312, -1.0198)
C (2.0249, -4.8223, -1.3468)
C (1.1731, -3.7546, -1.1415)
N (-0.1820, -3.6005, -1.3372)
H (-2.1039, -1.5156, -2.0189)
H (-2.6132, -2.6223, -0.7393)
H (-2.5327, -0.9767, 0.7621)
H (-3.7235, 0.6068, -0.2501)
H (-2.7806, 0.3831, -1.7284)
H (1.8842, 3.1468, 0.0770)
H (1.9589, 5.6258, -0.0592)
H (-0.0815, 6.9364, -0.3475)
H (-2.2873, 5.8373, -0.5940)
H (-3.4210, 3.1799, -0.6586)
H (3.3340, -1.4035, 0.0786)
H (4.8760, -3.3259, -0.2535)
H (4.0726, -5.4335, -1.1885)
H (1.6753, -5.7635, -1.7404)
H (-0.8019, -4.2975, -1.7282)
C (4.4684, 2.0376, 1.3713)
N (4.1614, 0.8604, 2.1571)
C (5.2003, 0.3342, 3.0158)
C (2.9353, 0.3088, 2.0845)
N (2.0987, 0.5452, 1.1092)
N (2.6124, -0.5883, 3.0849)
C (1.4300, -1.2613, 3.2576)
N (1.3742, -2.0890, 4.3007)
N (0.4471, -1.1351, 2.4017)
H (5.4296, 2.4408, 1.6812)
H (3.7142, 2.8096, 1.5368)
H (4.5348, 1.8064, 0.3047)
H (6.1661, 0.6760, 2.6482)
H (5.2103, -0.7548, 2.9864)
H (5.1063, 0.6824, 4.0487)
H (2.5010, 1.1293, 0.3813)
H (3.2854, -0.6684, 3.8389)
H (2.0982, -2.1415, 5.0006)
H (0.5122, -2.5619, 4.5329)
H (-0.3563, -1.7020, 2.6838)
F (-1.7396, 0.4384, 2.3924)
Sb (-1.3994, 1.9841, 3.8258)
F (-0.4405, 0.5498, 4.7020)
F (-3.0427, 1.4974, 4.5633)
F (-0.5906, 3.4507, 4.6380)
F (-2.1588, 3.0355, 2.4014)
F (0.2875, 1.9153, 2.6469)

Values from the calculation:
Multiplicity: 6
ΔE to the lowest compared entry with this formula, charge and spin in kJ/mol: 133.7
Highest occupied orbital energy (alpha / beta) in eV: -16.01 / -16.03
Charge: +3
HOMO-LUMO gap (alpha / beta) in hartree: 0.19385 / 0.11723
DFT total energy in eV: -90206.392

=====

Entry 3:
Density functional theory data (ωB97M-V/def2-TZVPD) for C42H31AsN7OsS2 as an isolated structure in a non-equilibrium geometry.

Cartesian coordinates (Å):
Os (0.6071, 0.7963, 0.5373)
C (0.4052, -2.7250, 3.2337)
C (0.6737, -1.9032, 2.1370)
N (0.3035, -0.6320, 2.0848)
C (-0.4028, -0.1098, 3.1232)
C (-0.7210, -0.8731, 4.2778)
C (-0.2710, -2.2076, 4.3138)
C (-1.5078, -0.2829, 5.2933)
C (-2.0207, 0.9799, 5.1144)
C (-1.7243, 1.7373, 3.9791)
C (-0.8596, 1.2452, 2.9989)
N (-0.4163, 1.8771, 1.8669)
C (-0.5107, 3.2121, 1.5656)
C (-0.7444, 4.2821, 2.4270)
C (-0.8999, 5.5772, 1.9301)
C (-0.8258, 5.8459, 0.5847)
C (-0.4802, 4.8196, -0.3203)
C (-0.2989, 5.0276, -1.7027)
C (0.0713, 3.9679, -2.4953)
C (0.2705, 2.7116, -1.9177)
N (0.1236, 2.4795, -0.6211)
C (-0.2791, 3.5069, 0.1806)
H (0.7272, -3.7543, 3.2180)
H (1.2114, -2.2934, 1.2774)
H (-0.4908, -2.8187, 5.1749)
H (-1.7422, -0.8530, 6.1797)
H (-2.6709, 1.4069, 5.8623)
H (-2.2062, 2.6915, 3.8510)
H (-0.7897, 4.1284, 3.4925)
H (-1.0861, 6.3766, 2.6301)
H (-1.0087, 6.8403, 0.2084)
H (-0.4596, 6.0091, -2.1221)
H (0.2264, 4.0865, -3.5543)
H (0.5510, 1.8708, -2.5404)
N (2.1636, 1.6348, 4.1379)
C (3.0393, 1.2280, 3.2153)
N (2.7761, 1.0311, 1.9482)
C (3.9071, 0.6611, 1.2659)
C (5.0324, 0.5145, 2.0459)
S (4.7121, 0.8926, 3.6740)
C (3.8799, 0.5278, -0.1651)
C (5.0074, 0.5636, -0.9484)
S (4.6233, 0.4592, -2.6012)
C (2.9291, 0.3669, -2.1524)
N (2.6937, 0.4202, -0.8608)
N (1.9888, 0.2838, -3.1137)
H (1.2579, 1.9686, 3.8498)
H (2.4997, 1.9095, 5.0481)
H (6.0079, 0.1903, 1.7454)
H (6.0209, 0.6713, -0.6214)
H (2.3212, 0.2161, -4.0645)
H (1.1529, -0.2547, -2.9064)
C (-3.6047, -4.2858, 0.6153)
C (-3.8348, -2.9274, 0.7895)
C (-2.8956, -2.0053, 0.3621)
C (-1.7260, -2.4419, -0.2548)
C (-1.4886, -3.8036, -0.4102)
C (-2.4289, -4.7221, 0.0230)
As (-0.5228, -1.1145, -1.0308)
C (-1.6198, -0.6524, -2.5782)
C (-2.7327, 0.1655, -2.5989)
C (-3.4714, 0.2913, -3.7713)
C (-3.0740, -0.3790, -4.9216)
C (-1.9527, -1.1881, -4.9146)
C (-1.2169, -1.3501, -3.7401)
C (-0.0550, -2.2159, -3.5706)
C (0.5304, -3.0128, -4.5568)
C (1.6258, -3.8002, -4.2512)
C (2.1570, -3.8133, -2.9675)
C (1.5846, -3.0318, -1.9704)
C (0.4853, -2.2431, -2.2629)
H (-4.3428, -5.0048, 0.9353)
H (-4.7542, -2.5921, 1.2448)
H (-3.0759, -0.9403, 0.4811)
H (-0.5820, -4.1477, -0.8931)
H (-2.2479, -5.7770, -0.1173)
H (-3.0358, 0.6977, -1.7046)
H (-4.3573, 0.9075, -3.7865)
H (-3.6496, -0.2701, -5.8270)
H (-1.6606, -1.7023, -5.8162)
H (0.1230, -3.0282, -5.5556)
H (2.0667, -4.4227, -5.0140)
H (3.0052, -4.4404, -2.7389)
H (1.9859, -3.0532, -0.9626)

Values from the calculation:
Multiplicity: 1
Highest occupied orbital energy (alpha / beta) in eV: -14.97 / -14.97
Charge: +3
HOMO-LUMO gap (alpha / beta) in hartree: 0.15483 / 0.15250
DFT total energy in eV: -139441.702

=====

Entry 4:
Density functional theory data (ωB97M-V/def2-TZVPD) for a 2-piece molecular cluster, CH3BrClP overall in a non-equilibrium geometry.

Cartesian coordinates (Å):
C (-1.2585, 1.1051, 0.4715)
P (-2.0162, -0.3626, 0.1128)
Cl (3.2459, -0.5368, -2.0976)
Br (-1.3066, -1.6799, 1.8109)
H (-1.4448, 1.8756, -0.2900)
H (3.7004, -1.5076, -1.4928)
H (-0.9202, 1.1063, 1.4851)

Values from the calculation:
Multiplicity: 1
ΔE to the lowest compared entry with this formula, charge and spin in kJ/mol: 161.0
Highest occupied orbital energy in eV: -9.61
HOMO-LUMO gap in hartree: 0.34356
SMILES string: C=PBr.Cl
DFT total energy in eV: -92938.675

=====

Entry 5:
Density functional theory data (ωB97M-V/def2-TZVPD) for C10H8N6S2Ti as an isolated structure.

Cartesian coordinates (Å):
Ti (-0.4452, -0.8147, -0.7303)
C (-4.0776, 3.5126, 0.4984)
S (-4.4018, 1.8792, -0.1965)
C (-2.8367, 1.1851, -0.1870)
S (-2.7642, -0.4822, -0.7649)
N (-1.8038, 1.8489, 0.2372)
N (-0.6567, 1.1313, 0.2003)
C (0.4375, 1.7275, 0.5231)
C (1.6466, 0.9257, 0.5106)
C (2.8929, 1.4389, 0.8261)
C (3.9864, 0.5855, 0.8266)
C (3.8026, -0.7503, 0.5011)
C (2.5358, -1.1870, 0.1604)
N (1.4743, -0.3728, 0.1567)
H (-5.0401, 4.0195, 0.5120)
H (-3.3779, 4.0555, -0.1290)
H (-3.6916, 3.4203, 1.5093)
H (0.4600, 2.7771, 0.7960)
H (2.9959, 2.4852, 1.0784)
H (4.9707, 0.9554, 1.0794)
H (4.6284, -1.4463, 0.5011)
H (2.3523, -2.2166, -0.1179)
N (-0.7686, -6.9186, -2.7586)
C (-0.7279, -6.0527, -2.0019)
N (-0.6658, -5.0994, -1.0886)
C (-0.5403, -3.8961, -1.0521)
N (-0.3851, -2.7112, -0.8901)

Values from the calculation:
Multiplicity: 2
Highest occupied orbital energy (alpha / beta) in eV: -12.24 / -12.24
Charge: +1
HOMO-LUMO gap (alpha / beta) in hartree: 0.25746 / 0.25651
DFT total energy in eV: -64219.554

=====

Entry 6:
Density functional theory data (ωB97M-V/def2-TZVPD) for an isolated molecule of CH2ClFP2 in a non-equilibrium geometry.

Cartesian coordinates (Å):
C (-1.3087, 0.1749, -1.4379)
F (-0.0537, -0.9077, 1.6072)
P (-0.0093, -0.7998, -1.3732)
P (0.5942, 0.1015, 0.5439)
Cl (-2.4561, 0.0498, -2.6796)
H (-1.4488, 1.0865, -0.8244)
H (1.7811, -0.5576, 0.6984)

Values from the calculation:
Multiplicity: 1
ΔE to the lowest compared entry with this formula, charge and spin in kJ/mol: 57.6
Highest occupied orbital energy in eV: -9.27
HOMO-LUMO gap in hartree: 0.31892
SMILES string: F[PH]#P=CCl
DFT total energy in eV: -34885.975